ORCA calculation (wB97M-V/def2-TZVPD) on a cluster of 10 separate species, C33H62F5N4O22 in total.

```
126
Properties=species:S:1:pos:R:3:mulliken_charge:R:1
C -2.336 0.512 3.302 -1.275
N -2.392 2.074 3.236 0.195
C -3.860 2.544 3.435 -0.898
C -1.506 2.621 4.385 -0.795
C -1.794 2.602 1.881 0.199
C -2.760 2.727 0.643 -0.723
O -3.112 1.421 0.175 -0.576
H -2.662 0.194 4.293 0.628
H -1.315 0.168 3.134 0.388
H -3.091 0.150 2.605 0.431
H -3.798 3.630 3.497 0.398
H -4.255 2.108 4.353 0.374
H -4.502 2.222 2.615 0.257
H -0.491 2.306 4.141 0.169
H -1.915 2.140 5.273 0.405
H -1.672 3.694 4.474 0.393
H -0.870 2.078 1.633 -0.640
H -1.336 3.575 2.063 0.702
H -2.269 3.292 -0.149 -0.087
H -3.596 3.415 0.774 0.599
H -2.343 0.890 -0.045 -0.622
C 0.165 -0.013 -0.147 -1.723
O -0.725 0.658 -0.739 3.734
O 1.292 -0.008 -0.645 -1.108
O -0.150 -0.722 0.838 0.518
C 1.665 3.965 -3.518 -1.751
C 0.956 3.209 -2.354 3.207
C 0.320 4.201 -1.340 -0.094
O 1.196 4.967 -0.511 -0.328
C 0.693 6.012 0.264 -0.769
N -0.034 2.285 -2.901 -0.268
H 0.925 4.502 -4.112 0.348
H 2.286 3.315 -4.133 0.420
H 2.366 4.722 -3.166 0.401
H 1.679 2.613 -1.799 -1.703
H -0.221 3.553 -0.650 -0.868
H -0.524 4.772 -1.725 0.716
H 1.583 6.562 0.572 0.284
H 0.196 5.677 1.174 0.152
H 0.176 6.699 -0.405 0.367
H 0.568 1.493 -3.073 0.156
H -0.434 1.855 -2.080 -0.641
C 0.101 -2.735 5.667 -1.578
C 0.058 -2.715 4.152 0.751
C -1.380 -2.924 3.574 0.615
O -1.946 -4.153 4.056 -0.469
C -3.401 -4.186 3.969 -0.744
N 0.562 -1.388 3.749 -0.115
H -0.646 -2.041 6.052 0.297
H 1.049 -2.467 6.134 0.413
H -0.117 -3.770 5.931 0.389
H 0.657 -3.527 3.740 0.151
H -1.481 -2.703 2.511 -0.476
H -2.061 -2.137 3.899 -0.051
H -3.956 -3.427 4.519 0.294
H -3.733 -5.158 4.333 0.353
H -3.848 -4.089 2.980 0.223
H 0.508 -1.280 2.746 -0.759
H 1.459 -1.087 4.102 0.288
C 0.362 -2.319 -5.284 -1.870
C 0.744 -2.010 -3.858 1.168
C 2.192 -2.274 -3.454 0.162
O 2.582 -3.598 -3.728 -0.479
C 4.017 -3.756 -3.779 -0.737
N 0.372 -0.652 -3.563 -0.352
H 0.855 -1.661 -6.000 0.377
H -0.721 -2.249 -5.388 0.425
H 0.544 -3.355 -5.569 0.402
H 0.167 -2.632 -3.174 0.043
H 2.357 -2.118 -2.388 -0.790
H 2.860 -1.588 -3.975 0.692
H 4.544 -3.551 -2.847 0.195
H 4.412 -3.045 -4.505 0.365
H 4.402 -4.714 -4.130 0.303
H 0.752 -0.393 -2.664 -0.455
H -0.615 -0.732 -3.364 -0.258
C 1.128 -3.343 0.123 1.650
C 2.422 -2.948 0.805 1.663
O 3.386 -3.688 0.083 -0.344
C 2.814 -4.776 -0.429 0.561
O 3.409 -5.739 -0.904 -0.614
O 1.461 -4.622 -0.400 -0.445
F 2.321 -3.477 2.052 -0.418
H 0.930 -2.680 -0.720 -0.999
H 0.239 -3.311 0.752 -0.339
H 2.594 -1.877 0.914 -0.894
C -3.087 -2.189 0.449 1.206
C -2.880 -2.174 -1.040 1.596
O -4.184 -1.907 -1.492 -0.390
C -5.088 -1.898 -0.467 0.557
O -6.291 -1.725 -0.535 -0.620
O -4.451 -2.021 0.658 -0.504
F -2.544 -3.371 -1.560 -0.406
H -2.518 -1.426 0.980 -1.412
H -2.870 -3.180 0.848 0.404
H -2.197 -1.415 -1.421 -0.602
C 2.256 1.406 2.342 1.344
C 2.110 2.860 1.884 1.307
O 3.385 3.337 2.081 -0.403
C 4.011 2.643 3.052 0.434
O 5.111 2.936 3.555 -0.619
O 3.369 1.483 3.236 -0.483
F 1.206 3.439 2.664 -0.300
H 2.645 0.768 1.548 -0.634
H 1.448 0.890 2.859 -0.467
H 1.723 2.831 0.865 -0.263
C -3.326 1.272 -2.998 0.491
C -2.755 0.639 -4.240 0.501
O -3.649 1.148 -5.283 -0.374
C -4.822 1.541 -4.709 0.512
O -5.802 1.831 -5.412 -0.616
O -4.704 1.577 -3.341 -0.389
F -2.919 -0.717 -4.237 -0.321
H -2.851 2.232 -2.798 0.055
H -3.133 0.769 -2.051 -0.359
H -1.687 0.841 -4.158 0.456
C 4.591 -0.486 -0.663 0.851
C 4.661 0.892 -1.147 1.586
O 5.184 0.599 -2.434 -0.353
C 5.868 -0.532 -2.397 0.539
O 6.596 -0.942 -3.273 -0.612
O 5.674 -1.155 -1.248 -0.401
F 5.528 1.633 -0.417 -0.371
H 3.669 -0.951 -1.012 -0.924
H 4.566 -0.653 0.414 0.368
H 3.695 1.393 -1.096 -0.552
```

Net charge: -1
Energy above the lowest of the compared OMol25 structures with the same formula, charge and spin (kJ/mol): 204.0
M (g mol⁻¹): 961.9



ORCA calculation (wB97M-V/def2-TZVPD) on a structure of composition C33H64AlClF6KN5O9PS.

```
122
Properties=species:S:1:pos:R:3:mulliken_charge:R:1
C 6.125 1.103 1.511 -1.707
C 5.456 2.452 1.828 -0.072
C 5.372 3.388 0.585 -0.640
C 4.529 2.898 -0.588 -1.194
C 3.070 3.383 -0.501 -0.415
C 2.214 2.388 0.326 -1.365
C 1.343 3.014 1.440 0.427
C -0.034 3.018 0.863 -1.191
N -0.922 2.637 1.692 0.311
C -2.355 2.474 1.337 -0.805
N -2.783 1.169 1.718 -0.243
C -2.291 0.087 0.860 -0.644
C -0.357 2.366 3.027 -1.047
C 1.150 2.150 2.713 0.148
N 1.293 0.727 2.444 -0.603
H 5.980 0.844 0.468 0.448
H 7.191 1.149 1.707 0.317
H 5.672 0.316 2.114 0.415
H 6.109 2.926 2.588 0.402
H 4.492 2.303 2.328 0.179
H 6.391 3.542 0.251 0.680
H 4.914 4.325 0.902 0.374
H 4.459 1.814 -0.661 0.452
H 4.974 3.260 -1.515 0.348
H 3.010 4.408 -0.108 0.287
H 2.594 3.382 -1.473 0.049
H 1.526 1.973 -0.412 0.667
H 2.843 1.599 0.724 0.525
H 1.575 4.067 1.631 0.550
H -0.247 3.279 -0.173 0.874
H -2.940 3.257 1.816 0.391
H -2.372 2.595 0.247 0.409
H -3.780 1.132 1.859 0.306
H -1.705 0.484 0.026 0.251
H -3.091 -0.522 0.442 0.223
H -1.621 -0.576 1.410 0.221
H -0.497 3.257 3.642 0.371
H -0.819 1.491 3.474 0.456
H 1.705 2.514 3.584 0.402
H 0.950 0.208 3.245 0.319
H 2.268 0.459 2.355 0.148
C -2.847 -5.933 -0.649 -1.533
C -3.563 -5.274 0.541 1.481
C -4.521 -6.266 1.206 -1.290
C -5.783 -6.535 0.389 -0.561
C -6.489 -5.222 0.071 -1.496
C -5.573 -4.213 -0.631 1.986
N -4.293 -4.027 0.112 0.586
O -4.491 -3.252 1.126 -0.633
C -5.346 -4.652 -2.092 -1.904
C -6.272 -2.861 -0.730 -1.787
C -2.454 -4.902 1.518 -1.891
H -2.125 -5.247 -1.091 0.389
H -2.306 -6.809 -0.293 0.466
H -3.504 -6.281 -1.439 0.242
H -4.814 -5.879 2.187 0.342
H -3.985 -7.198 1.389 0.446
H -5.538 -7.076 -0.527 0.347
H -6.456 -7.181 0.952 0.425
H -7.362 -5.408 -0.565 0.370
H -6.868 -4.789 1.005 0.455
H -4.520 -4.112 -2.552 0.485
H -6.240 -4.449 -2.687 0.537
H -5.168 -5.717 -2.187 0.302
H -6.590 -2.478 0.256 0.377
H -7.164 -3.012 -1.371 0.528
H -5.650 -2.098 -1.205 0.516
H -1.791 -4.149 1.089 0.440
H -1.866 -5.794 1.730 0.438
H -2.843 -4.523 2.460 0.364
C -6.394 -2.737 -6.559 -0.395
C -7.573 -2.233 -6.917 -0.285
C -8.347 -1.346 -6.015 0.222
O -9.421 -0.884 -6.319 -0.524
C -7.747 -1.043 -4.683 -0.515
C -6.571 -1.548 -4.328 -0.266
C -5.795 -2.434 -5.240 0.271
O -4.723 -2.879 -4.886 -0.587
H -5.819 -3.381 -7.211 0.439
H -8.024 -2.442 -7.878 0.428
H -8.328 -0.390 -4.039 0.537
H -6.111 -1.341 -3.368 0.684
O 9.875 2.731 -1.058 -0.602
S 8.595 3.204 -0.666 0.995
O 7.489 2.289 -0.769 -0.480
O 8.258 4.580 -1.021 -0.618
O 8.640 3.335 1.034 -0.238
O 5.138 6.832 -0.218 -0.346
H 5.224 7.521 0.479 0.441
H 5.951 6.260 -0.301 0.389
H 4.909 7.228 -1.096 0.458
C 4.644 1.108 6.735 -1.113
C 4.776 0.040 5.662 -0.269
O 5.810 0.279 4.725 -0.324
C 7.130 0.360 5.259 -0.232
C 7.582 -0.894 5.982 -1.220
H 4.480 2.089 6.282 0.241
H 3.802 0.881 7.390 0.420
H 5.536 1.175 7.357 0.322
H 3.858 0.002 5.070 0.229
H 4.892 -0.947 6.121 0.320
H 7.220 1.236 5.912 0.327
H 7.782 0.541 4.405 0.302
H 6.967 -1.113 6.856 0.288
H 8.611 -0.775 6.321 0.404
H 7.534 -1.756 5.315 0.325
K 5.809 5.489 2.310 1.002
C -2.404 -0.327 -6.273 -0.738
C -3.503 -0.462 -7.220 0.393
N -4.355 -0.569 -7.982 -0.405
H -2.586 0.517 -5.610 0.224
H -2.316 -1.241 -5.686 0.225
H -1.474 -0.150 -6.808 0.336
Cl 9.888 4.335 1.546 -0.049
F 2.323 4.291 -4.042 -0.367
P 0.673 4.200 -4.251 1.015
F 1.011 2.808 -5.050 -0.338
F 0.785 4.194 -2.554 -0.333
F 0.919 4.967 -5.662 -0.308
F -0.219 5.561 -3.958 -0.339
F -0.758 3.396 -4.010 -0.336
Al -8.609 -1.959 -0.818 0.537
```

Multiplicity: 2
Net charge: +2
M (g mol⁻¹): 953.5



ORCA calculation (wB97M-V/def2-TZVPD) on a cluster of 9 separate species, C33H64Br4N9 in total.

```
110
Properties=species:S:1:pos:R:3:mulliken_charge:R:1
C 1.254 -4.927 5.051 -1.055
C 0.981 -3.644 5.734 -0.571
N -0.051 -2.876 5.023 0.107
C 0.207 -1.960 4.085 -0.482
C -0.923 -1.298 3.873 -0.215
N -1.858 -1.926 4.621 0.186
C -1.290 -2.852 5.304 -0.219
C -3.298 -1.572 4.594 -0.830
H 0.292 -5.435 4.915 0.335
H 1.851 -5.601 5.662 0.384
H 1.742 -4.769 4.097 0.245
H 1.851 -3.002 5.823 0.353
H 0.592 -3.807 6.737 0.389
H 1.180 -1.776 3.673 0.284
H -1.169 -0.550 3.138 0.507
H -1.782 -3.421 6.068 0.439
H -3.937 -2.382 4.953 0.350
H -3.602 -1.417 3.565 0.289
H -3.444 -0.684 5.201 0.331
C 0.070 -5.228 0.242 -1.449
C -0.283 -4.407 -0.898 0.150
N -1.534 -3.682 -0.693 0.280
C -2.317 -3.625 0.425 -0.158
C -3.401 -2.909 0.073 -0.975
N -3.226 -2.582 -1.274 0.204
C -2.118 -3.086 -1.667 -0.535
C -4.134 -1.789 -2.118 -0.958
H 1.028 -5.700 0.059 0.420
H -0.655 -6.036 0.416 0.386
H 0.110 -4.694 1.188 0.214
H -0.361 -4.975 -1.815 0.411
H 0.483 -3.643 -1.044 0.109
H -2.040 -4.111 1.336 0.562
H -4.302 -2.604 0.578 0.506
H -1.656 -2.996 -2.644 0.613
H -3.608 -1.468 -3.010 0.356
H -4.508 -0.930 -1.574 0.341
H -4.989 -2.404 -2.412 0.358
C -4.872 5.616 -4.245 -1.389
C -4.224 6.077 -3.013 -0.100
N -4.369 5.099 -1.922 0.189
C -3.484 4.983 -0.866 -0.527
C -3.948 4.008 -0.091 -0.560
N -4.990 3.397 -0.773 0.223
C -5.235 4.100 -1.847 -0.125
C -5.783 2.285 -0.274 -0.799
H -4.741 6.237 -5.124 0.369
H -5.957 5.541 -4.087 0.333
H -4.560 4.604 -4.527 0.382
H -4.619 7.041 -2.706 0.247
H -3.153 6.190 -3.176 0.374
H -2.652 5.666 -0.780 0.477
H -3.496 3.487 0.739 0.471
H -6.065 3.940 -2.514 0.395
H -6.713 2.693 0.120 0.330
H -5.243 1.808 0.540 0.227
H -6.000 1.601 -1.085 0.325
C 1.996 1.274 4.211 -0.995
C 1.155 2.097 3.309 -0.461
N 0.604 1.298 2.159 1.208
C 1.131 0.138 1.593 -0.973
C 0.368 -0.165 0.591 -0.496
N -0.618 0.796 0.566 0.732
C -0.412 1.646 1.520 -1.008
C -1.680 0.805 -0.341 -0.447
H 1.437 0.429 4.614 0.111
H 2.376 1.896 5.012 0.463
H 2.843 0.822 3.685 0.285
H 1.668 2.965 2.880 0.283
H 0.282 2.519 3.815 0.379
H 2.044 -0.337 1.883 0.240
H 0.428 -0.947 -0.154 0.374
H -1.005 2.539 1.655 0.411
H -1.930 1.830 -0.603 0.237
H -2.556 0.296 0.062 0.171
H -1.337 0.327 -1.264 0.093
C 3.621 3.379 0.043 -1.426
C 3.682 1.860 -0.237 0.142
C 4.211 1.563 -1.654 -0.500
C 3.845 0.163 -2.038 -0.584
N 4.235 -0.146 -3.442 0.552
C 4.040 -1.603 -3.759 -0.465
C 5.385 -2.154 -4.207 -0.667
C 6.187 -0.924 -4.599 -0.700
C 5.678 0.115 -3.609 -0.767
C 3.450 0.654 -4.373 -0.836
H 3.230 3.545 1.044 0.294
H 2.991 3.904 -0.677 0.337
H 4.611 3.835 -0.063 0.377
H 2.679 1.449 -0.186 -0.282
H 4.339 1.385 0.497 0.446
H 5.282 1.755 -1.704 0.374
H 3.711 2.289 -2.305 0.298
H 2.764 0.009 -2.059 -0.022
H 4.322 -0.541 -1.356 0.431
H 3.159 -1.771 -4.375 0.481
H 3.713 -2.068 -2.827 0.218
H 5.330 -2.892 -4.998 0.344
H 5.838 -2.636 -3.335 0.372
H 5.887 -0.678 -5.627 0.299
H 7.261 -1.049 -4.549 0.417
H 5.876 1.165 -3.793 0.316
H 6.133 -0.102 -2.635 0.448
H 3.556 1.698 -4.105 0.332
H 2.402 0.381 -4.346 0.158
H 3.903 0.456 -5.341 0.466
Br 3.797 -2.488 2.708 -0.796
Br 0.361 -1.259 -3.142 -0.681
Br -3.335 1.813 3.363 -0.721
Br 0.013 5.061 0.834 -0.764
```

Net charge: +1
M (g mol⁻¹): 906.6



ORCA calculation (wB97M-V/def2-TZVPD) on a structure of composition C33H64F3MgO25.

```
126
Properties=species:S:1:pos:R:3:mulliken_charge:R:1
Mg 3.612 0.653 1.607 1.620
C 0.982 -1.025 1.290 0.013
O 1.022 -0.546 -0.073 0.221
O 2.086 -0.519 1.871 -0.795
C -0.395 -0.711 1.973 0.071
F -1.284 -1.627 1.585 -0.139
F -0.279 -0.795 3.315 -0.223
F -0.892 0.520 1.746 -0.232
C 0.140 -1.190 -0.981 -0.728
C 0.201 -0.475 -2.339 1.053
H -0.672 -0.865 -2.862 -1.443
H 0.138 0.597 -2.162 -0.574
H 1.136 -0.757 -2.819 0.827
H -0.886 -1.280 -0.610 -0.175
H 0.428 -2.241 -1.143 0.276
H 1.088 -2.116 1.174 0.378
C -1.200 -1.818 -6.725 -0.552
C 0.032 -2.043 -7.579 -0.609
C 0.452 -3.444 -7.214 -0.551
O -0.040 -3.636 -5.870 -0.492
C -0.752 -2.471 -5.427 0.566
H -2.041 -2.333 -7.190 0.353
H -1.463 -0.768 -6.592 0.334
H 0.887 -1.394 -7.379 0.231
H -0.213 -2.032 -8.643 0.389
H 1.528 -3.608 -7.189 0.276
H -0.073 -4.158 -7.854 0.298
H -0.021 -1.852 -4.893 -0.258
H -1.530 -2.854 -4.770 0.030
C -0.571 3.623 -3.333 0.589
C 0.281 4.850 -3.203 -0.903
C 1.715 4.289 -3.069 0.476
O 1.638 3.057 -3.799 -0.397
C 0.322 2.782 -4.277 -0.405
H -1.558 3.794 -3.763 0.454
H -0.693 3.056 -2.407 -0.585
H -0.091 5.387 -2.323 0.353
H 0.139 5.546 -4.029 0.382
H 1.940 4.135 -2.012 -0.595
H 2.394 4.958 -3.593 0.438
H 0.109 1.714 -4.301 -0.012
H 0.242 3.140 -5.309 0.346
C 1.929 0.231 5.294 -0.610
O 2.448 1.587 5.357 -0.322
C 3.202 2.087 4.442 0.951
O 3.474 1.543 3.383 -0.730
O 3.596 3.296 4.800 -0.361
C 4.455 4.028 3.968 -0.632
H 2.446 -0.402 4.582 0.268
H 0.852 0.320 5.191 0.189
H 2.146 -0.098 6.312 0.353
H 4.999 4.791 4.520 0.341
H 4.018 4.386 3.036 0.140
H 5.317 3.414 3.664 0.282
C 2.829 5.576 0.093 -0.633
O 3.160 4.203 0.122 -0.327
C 2.248 3.289 0.452 0.409
O 2.595 2.179 0.762 -0.184
O 1.043 3.703 0.266 -0.339
C -0.118 2.946 0.606 0.048
H 3.594 6.232 -0.317 0.323
H 2.621 5.990 1.083 0.319
H 1.943 5.756 -0.519 0.207
H -0.998 3.575 0.543 0.341
H -0.028 2.552 1.620 0.024
H -0.264 2.055 -0.004 -0.143
C -3.120 2.192 3.374 -0.818
O -1.782 2.202 3.842 -0.074
C -1.346 3.330 4.455 0.707
O -1.781 4.422 4.291 -0.552
O -0.287 2.929 5.163 -0.140
C 0.218 3.795 6.188 -0.698
H -3.270 1.223 2.902 0.133
H -3.308 3.046 2.726 0.349
H -3.848 2.151 4.190 0.357
H 1.262 3.527 6.339 0.133
H -0.232 3.531 7.145 0.270
H 0.133 4.835 5.884 0.378
C -1.370 -3.917 5.238 -0.581
O -2.300 -4.961 5.444 -0.339
C -2.002 -6.125 4.881 0.894
O -0.972 -6.391 4.324 -0.582
O -3.063 -6.919 4.960 -0.355
C -3.027 -8.161 4.259 -0.674
H -1.297 -3.451 4.258 0.125
H -0.352 -4.238 5.480 0.353
H -1.511 -3.171 6.017 0.340
H -3.714 -8.801 4.815 0.255
H -2.042 -8.611 4.351 0.331
H -3.458 -8.072 3.265 0.266
C -1.548 -4.378 -2.404 -0.396
O -1.747 -4.727 -1.032 -0.344
C -2.540 -3.944 -0.316 0.901
O -2.986 -2.867 -0.629 -0.635
O -2.749 -4.549 0.844 -0.341
C -3.438 -3.802 1.849 -0.388
H -0.485 -4.545 -2.573 0.333
H -1.787 -3.360 -2.700 -0.113
H -2.117 -5.072 -3.020 0.464
H -2.991 -2.849 2.121 0.008
H -3.519 -4.427 2.730 0.139
H -4.382 -3.494 1.396 0.357
C 3.815 1.284 -2.341 -0.497
O 4.360 -0.021 -2.378 -0.367
C 4.311 -0.689 -1.255 0.723
O 4.035 -0.264 -0.151 0.094
O 4.479 -1.967 -1.504 -0.358
C 4.418 -2.891 -0.422 -0.403
H 3.629 1.656 -3.347 0.346
H 4.524 1.987 -1.896 0.408
H 2.839 1.431 -1.877 -0.031
H 3.511 -2.684 0.153 0.029
H 5.283 -2.840 0.235 0.289
H 4.272 -3.901 -0.792 0.272
C -2.930 -0.964 -2.717 -0.069
O -3.826 0.126 -2.590 -0.417
C -3.463 1.162 -1.858 0.455
O -2.362 1.316 -1.383 -0.167
O -4.475 2.027 -1.852 -0.426
C -4.253 3.214 -1.125 -0.444
H -3.503 -1.761 -3.186 0.276
H -2.588 -1.363 -1.761 -0.081
H -2.061 -0.748 -3.338 0.487
H -3.630 3.951 -1.640 0.233
H -3.802 3.063 -0.144 0.053
H -5.192 3.743 -0.971 0.314
```

Net charge: +1
Energy above the lowest of the compared OMol25 structures with the same formula, charge and spin (kJ/mol): 0.0
M (g mol⁻¹): 942.1



Table of highest occupied orbital energy (eV), in record order: -5.54, -12.75, -8.63, -11.06